# 1
This record from the OMol25 dataset describes a molecular structure, C8H31BClN9O5V. The level of theory is wB97M-V/def2-TZVPD.

Energy above the lowest of the compared OMol25 structures with the same formula, charge and spin (kJ/mol): 178.97
2S+1: 4
⟨S²⟩: 3.759
E_HOMO (spin up / spin down) (eV): -8.087 / -8.088

Element x y z (Å)
V1 -1.36 3.47 0.56
B1 -1.30 2.18 2.75
H1 -0.88 3.17 2.35
H2 -2.05 1.69 2.01
H3 -0.52 1.36 2.97
H4 -1.87 2.47 3.71
Cl1 -1.25 1.14 -0.51
C1 -0.20 -2.66 0.90
C2 -0.59 -2.15 2.29
C3 0.63 -1.55 3.03
O1 0.22 -1.05 4.28
C4 1.30 -0.94 5.17
N1 -1.64 -1.13 2.28
H5 -1.03 -2.81 0.21
H6 0.44 -3.54 0.90
H7 0.47 -1.96 0.36
H8 -0.91 -3.01 2.89
H9 1.01 -0.71 2.45
H10 1.33 -2.38 3.17
H11 1.42 -1.91 5.68
H12 1.09 -0.22 5.96
H13 2.26 -0.71 4.70
H14 -2.46 -1.64 1.91
H15 -1.54 -0.51 1.46
C5 1.74 -1.36 -2.17
O2 2.69 -2.15 -2.13
N2 1.64 -0.36 -1.27
N3 0.72 -1.47 -3.05
H16 2.41 -0.26 -0.64
H17 0.81 0.21 -1.20
H18 -0.06 -0.85 -3.08
H19 0.83 -2.15 -3.79
C6 0.95 1.86 -4.86
O3 -0.11 1.60 -5.45
N4 0.99 1.83 -3.51
N5 2.04 2.30 -5.54
H20 1.80 2.16 -3.02
H21 0.15 1.58 -3.02
H22 2.93 2.02 -5.16
H23 1.86 2.38 -6.53
C7 1.84 3.14 0.26
O4 0.77 3.74 0.36
N6 2.92 3.54 -0.48
N7 2.02 1.96 0.91
H24 3.77 3.02 -0.48
H25 2.76 4.33 -1.08
H26 2.89 1.47 0.95
H27 1.18 1.53 1.27
C8 -4.06 -1.95 -0.59
O5 -4.15 -1.66 0.60
N8 -4.93 -2.78 -1.21
N9 -3.09 -1.44 -1.42
H28 -5.70 -3.09 -0.65
H29 -4.90 -3.00 -2.19
H30 -2.35 -0.90 -0.99
H31 -2.94 -1.83 -2.33

Atom charges from the Mulliken analysis, given in e for atoms 1 to 6: V 0.670; B 0.762; H -0.116; H -0.197; H -0.411; H -0.161

---

# 2
This record from the OMol25 dataset describes a molecular structure, C8H32AgN16O8. The level of theory is wB97M-V/def2-TZVPD.

Energy above the lowest of the compared OMol25 structures with the same formula, charge and spin (kJ/mol): 0.00
2S+1: 2
⟨S²⟩: 0.751
E_HOMO (spin up / spin down) (eV): -14.510 / -14.506
Charge: +2

Element x y z (Å)
Ag1 -0.20 -0.21 0.05
C1 2.17 -1.77 -1.94
O1 1.12 -1.34 -1.47
N1 2.42 -3.08 -2.11
N2 3.20 -0.98 -2.38
H1 3.32 -3.35 -2.48
H2 1.66 -3.73 -2.09
H3 3.11 0.01 -2.25
H4 4.10 -1.36 -2.62
C2 3.04 -0.18 1.49
O2 2.03 0.04 0.81
N3 3.69 0.81 2.14
N4 3.48 -1.43 1.72
H5 3.37 1.75 2.03
H6 4.48 0.50 2.68
H7 4.25 -1.55 2.35
H8 2.96 -2.19 1.31
C3 -0.28 1.66 -3.02
O3 -0.59 0.87 -2.14
N5 1.00 1.96 -3.39
N6 -1.18 2.44 -3.68
H9 1.79 1.56 -2.92
H10 1.16 2.70 -4.04
H11 -2.12 2.47 -3.32
H12 -0.99 2.96 -4.51
C4 -2.29 -2.12 -1.89
O4 -1.49 -1.97 -0.94
N7 -2.77 -1.05 -2.53
N8 -2.50 -3.31 -2.50
H13 -3.50 -1.20 -3.20
H14 -2.36 -0.15 -2.31
H15 -2.05 -4.15 -2.20
H16 -3.12 -3.32 -3.28
C5 -3.32 1.48 0.36
O5 -2.46 0.69 -0.05
N9 -4.16 2.14 -0.46
N10 -3.49 1.79 1.67
H17 -4.21 1.97 -1.45
H18 -4.81 2.81 -0.08
H19 -4.22 2.40 1.98
H20 -2.85 1.34 2.29
C6 0.57 -3.45 1.16
O6 0.37 -2.25 1.35
N11 0.14 -4.08 0.03
N12 1.37 -4.24 1.92
H21 0.05 -5.07 0.10
H22 -0.44 -3.55 -0.61
H23 1.53 -5.19 1.67
H24 1.77 -3.86 2.76
C7 -0.04 3.22 0.57
O7 0.20 2.07 0.23
N13 -0.94 4.01 -0.08
N14 0.56 3.82 1.62
H25 -1.55 3.54 -0.74
H26 -1.27 4.85 0.36
H27 0.34 4.74 1.95
H28 1.23 3.33 2.17
C8 -0.37 0.66 3.28
O8 -0.76 0.28 2.18
N15 -0.75 1.78 3.95
N16 0.63 -0.03 3.90
H29 -1.38 2.40 3.47
H30 -0.42 1.87 4.89
H31 0.92 -0.87 3.42
H32 0.86 0.08 4.87

Atom charges from the Mulliken analysis, given in e for atoms 1 to 6: Ag 3.292; C 0.428; O -0.370; N -0.390; N -0.411; H 0.160

---

# 3
This record from the OMol25 dataset describes a molecular structure, C8H32Al2O16P2. The level of theory is wB97M-V/def2-TZVPD.

Energy above the lowest of the compared OMol25 structures with the same formula, charge and spin (kJ/mol): 230.54
E_HOMO (eV): -9.871

Element x y z (Å)
Al1 25.36 13.22 17.70
Al2 22.39 11.70 14.49
P1 24.57 14.52 14.36
O1 24.75 15.22 15.70
O2 24.84 13.07 14.79
O3 25.51 14.87 13.19
O4 23.07 14.52 13.99
P2 21.82 12.66 17.95
O5 22.71 13.27 16.81
O6 20.85 13.87 18.11
O7 22.90 12.32 19.03
O8 20.88 11.59 17.38
C1 27.59 16.25 16.91
O9 27.30 14.98 16.37
H1 27.12 16.47 17.87
H2 28.66 16.38 17.08
H3 27.17 16.92 16.15
H4 26.64 15.04 15.68
C2 23.86 16.47 10.90
O10 22.90 16.23 11.88
H5 23.53 15.80 10.11
H6 23.65 17.49 10.55
H7 24.94 16.43 11.07
H8 23.20 15.51 12.45
C3 28.79 14.06 13.40
O11 27.60 13.32 13.60
H9 29.59 13.38 13.11
H10 28.80 14.84 12.63
H11 29.09 14.34 14.41
H12 26.85 13.92 13.59
C4 22.04 12.54 10.24
O12 22.58 12.55 11.56
H13 21.18 13.20 10.30
H14 22.82 13.00 9.63
H15 21.89 11.50 9.95
H16 23.28 13.21 11.55
C5 26.08 13.99 9.97
O13 24.95 13.79 10.84
H17 26.51 14.94 10.29
H18 26.80 13.27 10.37
H19 25.97 13.84 8.90
H20 25.14 14.23 11.67
C6 27.10 17.90 13.37
O14 27.18 16.90 12.40
H21 28.06 17.92 13.88
H22 26.97 18.90 12.96
H23 26.29 17.61 14.05
H24 26.64 16.15 12.63
C7 24.88 18.59 16.08
O15 24.00 17.75 15.32
H25 24.28 19.41 16.49
H26 25.36 17.97 16.84
H27 25.65 19.11 15.52
H28 24.45 16.94 15.10
C8 25.86 10.58 11.91
O16 25.01 10.93 13.03
H29 25.78 9.50 11.89
H30 25.44 10.97 10.98
H31 26.92 10.76 12.05
H32 25.51 11.60 13.51

Atom charges from the Mulliken analysis, given in e for atoms 1 to 6: Al 0.892; Al 0.948; P 1.148; O -0.595; O -0.817; O 0.897

---

# 4
This record from the OMol25 dataset describes a molecular structure, C8H32F2NNiO11. The level of theory is wB97M-V/def2-TZVPD.

2S+1: 3
⟨S²⟩: 2.004
E_HOMO (spin up / spin down) (eV): -6.095 / -6.094
Charge: -1

Element x y z (Å)
Ni1 2.07 3.50 -1.21
N1 0.53 0.75 -0.94
O1 -0.61 0.29 -0.68
O2 0.59 1.97 -1.24
O3 1.51 0.02 -0.95
F1 2.77 2.73 0.56
F2 3.36 2.33 -2.26
C1 1.65 -1.50 2.41
O4 2.41 -0.43 1.87
H1 0.74 -1.56 1.81
H2 2.23 -2.43 2.40
H3 1.32 -1.37 3.45
H4 2.02 0.33 2.34
C2 3.18 -4.00 0.01
O5 2.80 -2.71 -0.42
H5 3.21 -4.06 1.10
H6 2.41 -4.71 -0.31
H7 4.12 -4.33 -0.43
H8 1.84 -2.69 -0.25
C3 -0.43 -4.08 0.69
O6 0.05 -3.02 -0.12
H9 -1.02 -3.71 1.53
H10 -1.02 -4.83 0.14
H11 0.40 -4.64 1.12
H12 -0.73 -2.49 -0.35
C4 -3.50 -1.28 0.65
O7 -2.41 -0.77 1.35
H13 -4.23 -1.83 1.24
H14 -4.19 -0.56 0.18
H15 -3.12 -1.90 -0.17
H16 -1.75 -0.41 0.74
C5 -2.72 3.01 -2.26
O8 -2.89 1.89 -1.41
H17 -3.61 3.64 -2.26
H18 -1.81 3.58 -2.05
H19 -2.50 2.70 -3.28
H20 -2.04 1.52 -1.13
C6 0.89 5.30 0.98
O9 0.64 4.70 -0.31
H21 0.14 5.03 1.72
H22 1.88 5.00 1.33
H23 0.94 6.39 0.92
H24 -0.05 5.28 -0.65
C7 -1.19 -1.83 -3.11
O10 -1.72 -3.04 -3.66
H25 -1.38 -0.99 -3.78
H26 -1.69 -1.53 -2.18
H27 -0.12 -1.91 -2.92
H28 -1.03 -3.70 -3.73
C8 -0.03 2.05 2.26
O11 1.32 1.94 2.73
H29 -0.69 2.18 3.12
H30 -0.20 2.88 1.57
H31 -0.28 1.08 1.82
H32 1.92 2.22 2.01

Atom charges from the Mulliken analysis, given in e for atoms 1 to 6: Ni 0.756; N 0.694; O -0.112; O -0.386; O -0.474; F -0.716

---

no.,largest force on an atom (eV/Å)
1,3.30
2,2.38
3,2.76
4,4.98